This record from OMol25 describes a cluster of 2 separate species, C3H8N2O2 in total. The level of theory is wB97M-V/def2-TZVPD.

## Properties
<S²> = 2.007
Kohn-Sham gap (alpha / beta) = 7.585 / 7.270 eV
DFT total energy = -10308.2554 eV
Energy relative to the best compared isomer or geometry (same formula, charge and spin) = 88.4 kcal per mole
2S+1 = 3
Charge = 0

XYZ file:
```
15
Properties=species:S:1:pos:R:3:mulliken_charge:R:1
O -1.063 -0.547 1.885 -0.439
O 0.917 0.076 -2.522 -0.480
N -0.367 0.297 -0.723 -0.106
N 0.711 -0.009 -1.284 0.252
C 0.229 -0.130 1.892 0.333
C 1.478 -0.633 1.815 -1.108
C -1.384 0.650 -1.634 -0.860
H -1.172 0.531 -2.671 0.350
H 1.681 -1.621 1.599 0.402
H -1.351 1.730 -1.734 0.321
H 1.365 -0.282 -0.551 0.269
H 2.375 -0.069 1.923 0.328
H -1.180 -1.315 1.283 0.311
H 0.179 1.026 1.984 0.177
H -2.420 0.296 -1.261 0.250
```

This record from OMol25 describes the ion C8H11N2O2 with charge +1. The level of theory is wB97M-V/def2-TZVPD.

## Properties
SMILES = C=C[n+]1ccn(C)c1OC(C)=O
Kohn-Sham gap = 8.543 eV
DFT total energy = -15539.4055 eV
Energy relative to the best compared isomer or geometry (same formula, charge and spin) = 100.2 kcal per mole
2S+1 = 1
Charge = +1

XYZ file:
```
23
Properties=species:S:1:pos:R:3:mulliken_charge:R:1
O -2.135 -0.385 -1.446 -0.395
O -0.954 -0.682 0.500 -0.365
N 1.596 -0.119 -0.001 0.084
N -0.114 1.551 0.194 0.202
C 2.180 -1.365 -0.103 0.498
C 2.159 1.119 -0.114 0.069
C -1.303 2.262 0.121 -0.814
C -0.088 0.230 0.228 0.417
C 1.234 2.081 0.004 -0.891
C 3.450 -1.708 -0.444 -1.019
C -3.013 -1.843 0.211 -0.979
C -2.123 -0.936 -0.401 0.682
H 4.256 -0.981 -0.457 0.258
H -1.474 2.525 -0.947 0.331
H -3.414 -2.739 -0.301 0.332
H 3.701 -2.709 -0.325 0.321
H 1.417 3.065 0.179 0.470
H -1.983 1.643 0.721 0.335
H 1.282 -2.104 0.048 0.199
H -3.783 -1.027 0.499 0.277
H -1.372 3.265 0.618 0.330
H -2.769 -2.258 1.163 0.347
H 3.249 1.116 0.053 0.314
```

This record from OMol25 describes a cluster of 2 separate species, C5H4N in total. The level of theory is wB97M-V/def2-TZVPD.

## Properties
Kohn-Sham gap (alpha / beta) = 8.672 / 5.485 eV
DFT total energy = -6720.2567 eV
Energy relative to the best compared isomer or geometry (same formula, charge and spin) = 186.4 kcal per mole
2S+1 = 1
Charge = +1

XYZ file:
```
10
Properties=species:S:1:pos:R:3:mulliken_charge:R:1
N -0.251 0.616 -2.226 -0.012
C 0.317 -0.087 -0.141 -0.361
C -1.118 0.776 -2.978 -0.089
C -0.856 -0.808 2.973 -0.189
C -0.144 -0.631 0.803 0.661
C 0.881 0.418 -1.366 -0.455
H -1.327 -1.681 2.784 0.415
H 1.268 1.556 -1.254 0.307
H -0.309 0.040 3.365 0.378
H 1.539 -0.199 -1.960 0.346
```